Entry 1:
Here is the ion C4H10N3S with charge +1 in a non-equilibrium geometry from the OMol25 dataset. Energies are from wB97M-V/def2-TZVPD.

Structure (XYZ):
```
18
Properties=species:S:1:pos:R:3:forces:R:3:lowdin_charge:R:1
S -1.939 -0.135 1.930 0.197 -0.783 -0.397 1.004
N -0.413 -0.934 -0.119 0.859 0.664 6.588 -0.161
N -1.695 -0.963 -0.456 -1.719 3.847 0.138 -0.023
N 0.839 -0.357 1.934 0.759 -0.801 -2.640 0.195
C 0.600 -0.369 -0.870 2.696 0.515 -0.951 -0.342
C 0.333 0.672 -1.862 -0.458 1.553 -1.243 -0.070
C 1.099 1.067 -0.624 1.973 -1.774 -2.496 -0.073
C -0.332 -0.491 1.412 -1.760 -0.893 -4.435 -0.527
H 2.184 1.297 -0.655 -0.800 -0.498 -0.345 0.131
H 1.048 -0.404 2.903 0.237 0.209 0.796 0.140
H -1.479 0.712 2.794 0.445 0.750 1.477 -0.117
H 0.861 0.684 -2.863 -0.824 -0.188 1.425 0.145
H -2.071 -0.062 -0.860 0.455 -1.519 0.331 0.130
H -1.919 -1.740 -0.950 -0.984 -2.703 -1.820 0.084
H 0.661 1.587 0.117 -1.905 1.804 2.195 0.056
H 1.399 -1.041 -1.117 0.206 -0.498 -0.251 0.144
H -0.730 1.015 -1.878 1.125 -0.131 -0.275 0.114
H 1.554 -0.538 1.162 -0.502 0.445 1.903 0.171
```
Positions in Å, forces in eV/Å.

Values from the calculation:
Frontier orbital gap ... 0.353 Eh
Strongest force on any atom ... 6.68 eV Å⁻¹
Net charge ... +1
Energy above the lowest of the compared OMol25 structures with the same formula, charge and spin ... 79.7 kcal/mol
Highest occupied orbital energy ... -0.506 Eh
E_LUMO ... -4.2 eV
E_tot ... -720.50334 Ha

Entry 2:
Here is a structure of composition C4H10N4 in a non-equilibrium geometry from the OMol25 dataset. Energies are from wB97M-V/def2-TZVPD.

Structure (XYZ):
```
18
Properties=species:S:1:pos:R:3:forces:R:3:lowdin_charge:R:1
N -0.660 0.314 -1.000 -0.860 -0.490 0.082 0.088
N -2.416 -1.362 -0.552 0.664 0.048 0.730 0.145
N 1.864 0.348 -0.249 -0.276 0.452 -0.766 -0.067
N 0.174 -0.884 1.023 1.434 0.878 -1.269 0.107
C 0.693 -0.244 0.147 -0.087 -2.020 3.280 -0.477
C -1.777 -0.357 -0.137 -0.544 1.382 -2.359 -0.486
C -2.353 0.599 0.860 0.427 -0.209 0.449 -0.058
C 3.090 -0.103 0.395 0.045 -0.100 0.165 -0.105
H 2.953 -0.079 1.477 -0.021 -0.005 -0.151 0.082
H -0.603 -0.095 -1.929 -0.258 0.021 0.077 0.106
H 3.371 -1.124 0.106 -0.051 0.091 0.058 0.081
H -2.983 0.047 1.554 -0.042 0.014 -0.101 0.084
H -1.969 -1.895 -1.293 0.066 0.236 -0.164 0.053
H -1.561 1.076 1.437 -0.027 0.027 -0.075 0.071
H -2.949 1.364 0.355 0.028 -0.093 -0.080 0.081
H -0.718 1.328 -1.077 -0.394 -0.146 0.088 0.111
H 1.946 0.483 -1.246 0.016 -0.001 0.032 0.108
H 3.898 0.583 0.129 -0.120 -0.085 0.004 0.077
```
Positions in Å, forces in eV/Å.

Values from the calculation:
Frontier orbital gap ... 0.323 Eh
Strongest force on any atom ... 3.85 eV Å⁻¹
Net charge ... 0
Energy above the lowest of the compared OMol25 structures with the same formula, charge and spin ... 68.2 kcal/mol
Highest occupied orbital energy ... -0.305 Eh
E_LUMO ... 0.5 eV
E_tot ... -377.33812 Ha

Entry 3:
Here is a structure of composition C4H10N4 in a non-equilibrium geometry from the OMol25 dataset. Energies are from wB97M-V/def2-TZVPD.

Structure (XYZ):
```
18
Properties=species:S:1:pos:R:3:forces:R:3:lowdin_charge:R:1
N -1.012 1.635 -0.568 0.226 0.392 -0.616 -0.026
N 2.445 -1.552 0.522 -0.289 -0.002 0.082 0.170
N -2.341 -0.525 0.874 -0.074 -0.031 0.034 -0.039
N 1.352 0.442 -0.657 -0.212 -0.493 1.376 0.050
C -1.363 -0.963 -0.078 0.550 1.769 -1.038 -0.216
C 1.609 0.850 0.770 -0.843 0.139 0.010 -0.029
C -0.585 0.470 -0.892 -1.887 -2.288 0.468 -0.325
C 1.769 -0.516 0.341 1.906 1.009 -0.898 -0.384
H -0.740 -1.748 0.350 0.332 0.266 -0.034 0.074
H 0.693 1.192 1.240 -0.079 0.207 -0.002 0.094
H -1.866 -1.392 -0.949 0.012 -0.048 -0.036 0.075
H 1.974 0.823 -1.369 -0.122 -0.351 0.062 0.149
H -0.392 0.134 -1.906 0.359 -0.049 -0.386 0.078
H -2.022 1.752 -0.632 0.401 0.052 0.718 0.033
H 2.711 -2.042 -0.330 -0.474 -0.132 -0.095 0.065
H 2.493 1.459 0.932 0.002 -0.288 0.229 0.120
H -1.944 -0.362 1.791 -0.005 0.105 -0.142 0.062
H -2.783 0.340 0.561 0.197 -0.259 0.268 0.048
```
Positions in Å, forces in eV/Å.

Values from the calculation:
Frontier orbital gap ... 0.272 Eh
Strongest force on any atom ... 3.00 eV Å⁻¹
Net charge ... 0
Energy above the lowest of the compared OMol25 structures with the same formula, charge and spin ... 138.6 kcal/mol
Highest occupied orbital energy ... -0.261 Eh
E_LUMO ... 0.3 eV
E_tot ... -377.22588 Ha

Entry 4:
Here is a structure of composition C4H10N4 in a non-equilibrium geometry from the OMol25 dataset. Energies are from wB97M-V/def2-TZVPD.

Structure (XYZ):
```
18
Properties=species:S:1:pos:R:3:forces:R:3:lowdin_charge:R:1
N 0.871 0.351 -0.146 -0.619 -0.849 -0.676 -0.065
N 1.506 0.568 2.202 0.190 -0.036 -0.135 0.162
N 1.178 1.649 -0.568 -0.399 0.046 0.062 0.049
N -0.109 -0.923 1.179 0.333 0.083 0.936 0.116
C -0.484 -0.596 -0.175 1.105 1.204 -0.475 -0.499
C -0.441 -1.742 -1.158 0.223 0.241 0.146 -0.037
C -1.706 0.286 -0.314 0.232 -0.160 0.105 -0.042
C 0.822 -0.005 1.179 -0.983 -0.397 -0.085 -0.505
H -0.648 -1.399 -2.171 -0.013 -0.025 -0.077 0.075
H -2.598 -0.315 -0.142 -0.067 0.027 0.009 0.084
H 1.424 1.625 -1.552 -0.004 -0.013 0.217 0.079
H 1.551 0.024 3.048 0.013 0.056 -0.004 0.099
H 0.536 -2.218 -1.125 0.039 -0.019 -0.018 0.078
H -1.683 1.088 0.424 -0.028 0.015 0.038 0.079
H 2.334 1.079 1.941 0.010 -0.080 0.064 0.092
H -1.763 0.712 -1.316 -0.019 0.019 -0.060 0.076
H -1.189 -2.479 -0.872 -0.080 0.004 0.020 0.083
H 0.399 2.296 -0.434 0.068 -0.116 -0.067 0.076
```
Positions in Å, forces in eV/Å.

Values from the calculation:
Frontier orbital gap ... 0.343 Eh
Strongest force on any atom ... 1.70 eV Å⁻¹
Net charge ... 0
Energy above the lowest of the compared OMol25 structures with the same formula, charge and spin ... 38.0 kcal/mol
Highest occupied orbital energy ... -0.308 Eh
E_LUMO ... 1.0 eV
E_tot ... -377.38631 Ha

Entry 5:
Here is the molecule C4H10N4S in a non-equilibrium geometry from the OMol25 dataset. Energies are from wB97M-V/def2-TZVPD.

Structure (XYZ):
```
19
Properties=species:S:1:pos:R:3:forces:R:3:lowdin_charge:R:1
S -1.379 0.201 0.720 0.019 -0.156 -0.374 0.917
N 1.707 -1.149 -0.550 4.745 -0.062 0.176 -0.104
N 0.430 0.268 -1.411 -4.107 -0.237 -0.836 0.014
N 0.537 -1.703 -0.166 -2.630 -0.582 0.444 -0.009
N 1.587 -0.053 -1.292 2.062 -0.657 1.058 -0.032
C -0.455 1.715 0.794 -0.660 -0.056 3.977 -0.577
C -1.682 -1.400 -1.394 0.274 1.300 0.974 -0.096
C 0.839 1.532 1.561 -1.133 -2.044 -1.424 -0.143
C -0.463 -0.737 -0.630 -0.704 0.192 -0.289 -0.660
H -1.051 2.466 1.311 -0.553 -0.305 0.391 0.077
H 1.384 0.882 0.863 0.726 0.298 0.800 0.036
H -2.579 -1.209 -0.738 0.741 -0.552 -1.038 0.033
H 1.335 2.439 1.757 0.753 0.955 0.454 0.059
H 0.519 0.931 2.419 0.749 0.414 0.284 0.065
H 0.420 -1.777 0.834 0.460 0.042 0.343 0.104
H 2.610 -1.306 -0.047 -1.486 0.144 -0.845 0.170
H -0.402 2.127 -0.112 0.785 1.239 -3.836 0.012
H -1.759 -0.769 -2.275 -0.445 -0.201 -0.334 0.066
H -1.598 -2.460 -1.645 0.403 0.268 0.074 0.070
```
Positions in Å, forces in eV/Å.

Values from the calculation:
Frontier orbital gap ... 0.336 Eh
Strongest force on any atom ... 4.75 eV Å⁻¹
Net charge ... 0
Energy above the lowest of the compared OMol25 structures with the same formula, charge and spin ... 53.4 kcal/mol
SMILES ... CCS[C@@]1(C)N=NNN1
Highest occupied orbital energy ... -0.303 Eh
E_LUMO ... 0.9 eV
E_tot ... -775.49251 Ha

Entry 6:
Here is the ion C4H10N5 with charge +1 in a non-equilibrium geometry from the OMol25 dataset. Energies are from wB97M-V/def2-TZVPD.

Structure (XYZ):
```
19
Properties=species:S:1:pos:R:3:forces:R:3:lowdin_charge:R:1
N -2.259 -0.021 -0.553 1.188 0.890 -0.604 -0.036
N 0.499 -0.241 -0.573 0.200 -1.890 -2.315 -0.171
N 0.785 0.372 0.642 1.131 -6.219 1.143 0.111
N 1.571 -0.457 2.794 -0.134 -0.203 -0.327 0.134
N 1.171 -2.105 0.765 -1.508 5.259 -2.067 0.095
C 0.001 0.766 -1.599 -0.733 0.734 -1.145 -0.121
C 1.210 -0.790 1.512 -0.796 0.777 -2.933 -0.222
C 0.679 -1.742 -0.634 1.257 5.233 5.699 0.089
C -1.517 1.224 -1.067 0.558 -1.011 0.923 -0.207
H -0.026 0.305 -2.688 0.007 0.621 2.499 0.147
H 2.187 -1.052 3.390 -1.041 0.527 -1.003 0.147
H -1.977 -0.252 0.427 -0.272 0.202 -1.360 0.067
H 0.726 1.708 -1.674 -1.341 -2.206 0.391 0.145
H 0.470 -2.408 -1.575 0.512 1.555 2.145 0.170
H 1.291 0.481 3.207 0.590 -1.907 -1.021 0.154
H -2.045 -0.831 -1.181 -0.450 0.976 0.941 0.069
H -2.153 1.750 -1.897 1.496 -0.898 1.691 0.134
H -1.315 1.899 -0.114 -0.795 -1.026 -2.228 0.114
H 0.700 1.397 0.818 0.130 -1.414 -0.429 0.182
```
Positions in Å, forces in eV/Å.

Values from the calculation:
Frontier orbital gap ... 0.323 Eh
Strongest force on any atom ... 7.84 eV Å⁻¹
Net charge ... +1
Energy above the lowest of the compared OMol25 structures with the same formula, charge and spin ... 150.5 kcal/mol
SMILES ... NCCn1cnc(N)[nH+]1
Highest occupied orbital energy ... -0.484 Eh
E_LUMO ... -4.4 eV
E_tot ... -431.78438 Ha